[1]
{
  "formula": "CH7N6",
  "method": "ωB97M-V/def2-TZVPD",
  "elements": ["C", "N", "N", "N", "N", "N", "N", "H", "H", "H", "H", "H", "H", "H"],
  "xyz": [[1.82, 0.05, 0.98], [4.20, -0.34, 0.83], [0.62, -0.13, 1.12], [2.99, -0.27, 1.20], [-1.49, 0.09, 1.26], [-0.69, -0.07, -1.68], [-0.37, 0.35, 0.56], [0.21, -0.51, -1.79], [4.76, -0.94, 1.46], [-2.38, 0.44, 0.85], [-1.66, -0.69, 1.84], [-1.41, -0.81, -1.54], [-0.90, 0.33, -2.59], [-0.40, 0.72, -0.43]],
  "homo_lumo_gap_ev": [7.922, 7.610],
  "homo_energy_ev": [-12.85, -12.75],
  "charge": 1
}

[2]
{
  "formula": "CH7NO4P",
  "method": "ωB97M-V/def2-TZVPD",
  "elements": ["C", "N", "O", "O", "O", "O", "P", "H", "H", "H", "H", "H", "H", "H"],
  "xyz": [[-1.07, 2.12, -0.21], [2.94, -1.37, -0.19], [-1.93, -1.26, -0.41], [-0.18, -1.13, 1.23], [-1.20, 0.92, 0.56], [2.26, -0.93, -1.10], [-0.62, -0.49, -0.09], [-1.81, 2.72, 0.32], [-1.30, 1.87, -1.33], [-0.09, 2.66, 0.00], [3.55, -0.67, 0.42], [2.96, -2.35, 0.02], [-2.56, -0.82, -1.03], [-0.96, -1.28, 1.82]],
  "homo_lumo_gap_ev": [5.213, 8.372],
  "homo_energy_ev": [-13.12, -14.27],
  "charge": 1
}

[3]
{
  "formula": "CH7NOS2",
  "method": "ωB97M-V/def2-TZVPD",
  "elements": ["S", "S", "H", "H", "N", "C", "O", "H", "H", "H", "H", "H"],
  "xyz": [[-3.92, 0.08, 1.41], [-3.96, 0.51, -0.56], [-3.64, 1.36, 1.75], [-3.12, 1.55, -0.43], [2.28, -0.67, -1.33], [1.41, -0.35, -0.28], [2.12, -0.34, 0.98], [2.90, 0.10, -1.58], [2.82, -1.48, -1.06], [1.00, 0.66, -0.37], [0.63, -1.10, -0.25], [1.48, -0.31, 1.71]],
  "homo_lumo_gap_ev": [6.327, 2.953],
  "homo_energy_ev": [-12.16, -12.16],
  "spin_multiplicity": 2,
  "charge": 1
}

[4]
{
  "formula": "CH7NOSi2",
  "method": "ωB97M-V/def2-TZVPD",
  "elements": ["C", "O", "Si", "N", "Si", "H", "H", "H", "H", "H", "H", "H"],
  "xyz": [[1.27, 0.99, -0.30], [1.28, -0.29, -0.74], [0.59, -1.40, 0.23], [-1.07, -1.03, 0.66], [-2.19, 0.14, 0.16], [2.05, 1.60, -0.82], [1.31, 0.87, 0.73], [0.33, 1.49, -0.56], [0.67, -2.53, -0.78], [1.23, -1.42, 1.59], [-3.16, 0.94, 1.01], [-2.30, 0.64, -1.19]],
  "homo_lumo_gap_ev": 8.582,
  "homo_energy_ev": -9.25
}

Across the entries above, ΔE to the lowest compared entry with this formula, charge and spin takes the values 587.5 311.9 64.5 41.0 kJ/mol, respectively.
Across the entries above, M takes the values 103.11 128.04 113.21 105.24 g/mol, respectively.
Across the entries above, DFT total energy takes the values -10078.314 -20109.448 -26348.868 -20442.457 eV, respectively.